No. 1
This record from the Open Molecules 2025 dataset describes a single C4H13BrN2Si molecule. The level of theory is ωB97M-V/def2-TZVPD.

calculated total energy = -85259.0644 eV
energy above the lowest of the compared OMol25 structures with the same formula, charge and spin = 100.6 kJ/mol
LUMO energy = 0.78 eV
orbital gap = 8.904 eV

Atoms and positions in Å:
Br1 -2.951773 -0.110855 0.568635
H1 -0.647977 3.584685 0.720319
H2 1.812608 -2.261593 -0.844178
H3 -0.464589 -3.074652 -1.513698
H4 -0.220018 0.486868 -1.589596
C1 -0.676084 -2.638291 -0.572385
H5 -0.224723 -3.374642 0.234870
H6 1.091141 3.231440 0.637462
H7 -0.641635 0.528791 2.387852
N1 -0.101889 1.506550 0.179036
H8 1.116433 1.648402 -1.544975
Si1 -0.812075 0.202067 0.910033
H9 -0.526944 2.148938 -1.710474
N2 -0.042552 -1.395977 -0.294335
H10 0.188498 2.741911 1.949896
C2 0.121151 1.431448 -1.292865
C3 0.104617 2.741926 0.849744
H11 1.325515 -2.377846 0.900841
C4 1.357007 -1.693177 0.028891
H12 -1.718923 -2.503975 -0.350947
H13 1.912222 -0.822025 0.345864

Cartesian forces, eV/Å:
Br -0.618 -0.060 -0.052
H 0.400 -1.159 -0.526
H -0.149 0.872 1.017
H 0.140 -0.077 -1.255
H 0.050 -1.355 -0.687
C 0.263 -0.808 3.932
H -1.225 0.528 -1.404
H -0.585 -0.576 -0.521
H -0.014 -0.766 -0.673
N 0.643 -0.113 -0.878
H 1.461 0.081 -0.354
Si 1.121 -3.097 -0.898
H -0.671 1.116 -0.944
N 0.393 3.443 1.633
H -0.355 -1.053 -0.216
C -1.151 1.082 2.205
C 0.807 2.988 0.863
H 0.523 -0.050 -0.266
C -0.668 -0.852 -0.181
H -0.689 -0.486 -0.407
H 0.324 0.341 -0.386


No. 2
This record from the Open Molecules 2025 dataset describes a molecular structure, C23H19BrCl2MnN3O7S. The level of theory is ωB97M-V/def2-TZVPD.

multiplicity = 6
calculated total energy = -180208.4517 eV
energy above the lowest of the compared OMol25 structures with the same formula, charge and spin = 169.3 kJ/mol
net charge = -1
LUMO energy (spin up / spin down) = 1.73 / 1.64 eV
orbital gap (spin up / spin down) = 6.903 / 6.950 eV
<S²> = 8.760

Atoms and positions in Å:
C1 2.778940 1.467985 -2.381510
N1 2.949487 0.169168 -1.890116
C2 -5.095129 0.085220 1.853029
C3 4.631172 3.315813 -3.080788
C4 4.239905 -0.034590 -1.843020
H1 4.675597 -2.021727 -2.074612
C5 -2.625291 0.158098 1.750226
Br1 -2.470587 2.143053 -2.336077
C6 -3.851612 0.965729 -0.140706
C7 -0.202681 -3.622681 1.724603
O1 0.440010 -6.069656 2.386545
H2 -0.200878 -1.238836 -1.478149
O2 1.155447 -5.379147 4.675951
H3 -1.521657 -2.500457 0.485492
C8 1.893951 -1.987867 0.890804
C9 -0.155557 2.994851 2.498014
C10 -5.123807 0.603943 0.532586
O3 5.834289 3.424740 -3.150108
C11 -6.406250 0.966256 -0.045102
H4 5.964417 -1.129825 -1.275241
Cl1 -1.507131 3.676765 1.555852
H5 -1.028948 -4.342517 1.996893
C12 -4.017722 1.597976 -1.417066
O4 3.759570 4.299802 -3.329983
H6 -7.341955 0.698952 0.455347
C13 2.192136 -2.990615 1.808549
O5 0.452311 1.397098 -1.933646
H7 -3.749300 -0.139850 3.521184
H8 2.667107 -1.297962 0.529950
O6 1.327667 3.256230 -2.799366
S1 1.401023 -5.344990 3.248593
C14 4.064579 1.991373 -2.669735
Mn1 -0.825275 0.973029 -0.502916
Cl2 0.588294 1.510008 1.610250
H9 3.209017 -3.202209 2.103897
C15 1.425061 2.112595 -2.387399
C16 -2.650261 0.594760 0.440810
H10 5.938162 1.153933 -2.194327
H11 1.275707 -0.500144 -1.175020
C17 -0.479286 -2.643998 0.799827
C18 1.117581 -3.796111 2.257557
H12 -5.971917 -0.253353 2.389003
H13 -1.703846 -0.129248 2.185563
H14 2.800488 4.061757 -3.131947
C19 -5.234001 2.064413 -1.842607
H15 -0.437128 2.750140 3.503045
C20 4.894407 -1.296145 -1.351412
O7 2.821327 -5.551030 2.873246
H16 -5.246071 2.569388 -2.809544
H17 4.442939 -1.586122 -0.395671
N2 0.397550 -0.863252 -0.735617
H18 -7.369452 2.226488 -1.524027
N3 4.930196 1.016567 -2.310052
C21 -3.850776 -0.006593 2.453971
H19 0.643139 3.753543 2.523901
C22 -6.429506 1.764050 -1.182647
C23 0.584546 -1.834797 0.333720

Cartesian forces, eV/Å:
C 1.619 -0.650 0.127
N -0.351 1.273 -0.310
C 1.729 0.061 -0.261
C -0.948 -0.341 0.152
C 0.079 -0.832 0.458
H -0.081 -1.415 -0.873
C -2.283 0.173 -0.923
Br -0.019 0.147 -0.595
C -3.119 -0.886 0.170
C 0.445 -0.807 1.105
O 0.608 -0.934 1.587
H 0.445 -0.131 0.252
O -0.320 0.641 -0.330
H 0.558 0.006 -0.246
C -1.114 0.501 -1.019
C 0.858 0.334 -1.557
C -0.526 0.662 -0.693
O -0.254 0.410 -0.141
C 0.985 0.595 -0.549
H 0.110 -0.248 0.157
Cl 0.522 -0.331 0.531
H 1.291 0.976 -0.051
C -0.649 0.376 1.389
O 0.457 -0.242 0.179
H 0.435 0.101 -0.018
C -1.896 -0.367 0.221
O 1.451 1.118 -0.982
H -0.326 -0.608 0.181
H -0.285 -0.364 0.069
O 0.038 1.271 -0.341
S 0.932 -0.177 -3.452
C -2.074 0.673 0.310
Mn 0.062 -0.426 0.200
Cl -0.314 1.276 1.266
H -0.063 0.016 0.274
C -0.294 -1.149 0.328
C 1.639 0.275 0.062
H -0.656 0.039 -0.428
H -0.612 -0.673 0.489
C 0.560 0.927 -0.462
C -0.489 0.516 0.300
H -0.193 0.404 -0.105
H 0.695 -0.122 0.707
H 0.450 -0.507 -0.110
C 0.700 -0.205 -1.183
H -0.366 -0.606 0.145
C -0.355 1.692 0.652
O -1.037 -0.200 0.858
H -0.174 0.150 0.366
H 0.361 -0.031 -0.263
N -0.218 -0.459 0.482
H 0.502 -0.520 0.017
N 1.198 -0.147 0.343
C 0.406 0.032 0.269
H -0.340 -0.539 -0.178
C -0.707 -0.493 1.115
C 0.927 -0.239 0.307


No. 3
This record from the Open Molecules 2025 dataset describes a molecular structure, C3H5NO2. The level of theory is ωB97M-V/def2-TZVPD.

calculated total energy = -8772.3108 eV
energy above the lowest of the compared OMol25 structures with the same formula, charge and spin = 519.5 kJ/mol
LUMO energy = -0.52 eV
orbital gap = 8.851 eV

Atoms and positions in Å:
H1 -0.506924 0.473311 1.576952
O1 1.823164 1.651158 0.356653
H2 0.970890 0.934606 -1.356469
C1 1.083605 0.922019 -0.246650
O2 -1.436813 -0.211967 -0.130578
C2 -0.778363 0.654452 0.527169
N1 0.682181 -1.649293 -0.076469
H3 -0.908579 1.701424 0.234265
H4 0.810275 -0.256308 0.162054
C3 -0.472939 -1.717300 -0.357942
H5 -1.277439 -2.329006 -0.728017

Cartesian forces, eV/Å:
H -0.025 -0.004 -0.140
O -0.335 -0.368 -0.312
H 0.057 0.063 0.092
C 0.354 0.485 0.143
O 0.043 0.236 0.149
C -0.091 -0.147 0.020
N -0.846 0.006 -0.207
H 0.082 -0.113 -0.031
H -0.209 -0.136 0.069
C 0.899 -0.118 0.145
H 0.070 0.095 0.072